The following is a quantum chemistry calculation of a cluster of 10 separate species, C5H29O11 in total, from the Open Molecules 2025 dataset.

As for the net charge: -1. Its HOMO energy is -6.69 eV. For the energy above the lowest of the compared OMol25 structures with the same formula, charge and spin, the calculation gives 2.0071 eV. The LUMO energy comes out at 2.92 eV. As for the frontier orbital gap: 9.6091 eV.

Structure (XYZ):
```
45
Properties=species:S:1:pos:R:3:nbo_charge:R:1
C 0.1328 -0.3818 3.6367 -0.052
O -1.0778 -1.0789 3.7474 -0.789
C 0.9758 -0.9539 2.4839 -0.440
C 2.1038 -0.0344 1.8390 -0.395
C 1.6120 0.7581 0.6251 -0.444
C 1.3117 -0.3219 -0.4624 -0.067
O 1.2175 0.3446 -1.7481 -0.805
H -0.1913 0.6378 3.5056 0.143
H 0.6921 -0.3259 4.6452 0.151
H 1.5084 -1.7770 2.9979 0.197
H 0.2791 -1.2589 1.6450 0.233
H 2.8162 -0.9246 1.5558 0.197
H 2.6172 0.5863 2.5483 0.202
H 0.7354 1.3900 0.8936 0.195
H 2.3112 1.5245 0.2799 0.218
H 1.9388 -1.2110 -0.5697 0.199
H 0.2055 -0.6299 -0.2502 0.177
H 1.2833 -0.2987 -2.4955 0.508
H 0.1398 -2.8613 -1.7394 0.493
H 0.1735 -3.2512 -3.2477 0.486
O 0.6632 -2.5935 -2.4772 -0.986
H -2.1663 1.9609 -0.0407 0.501
H -1.0176 2.4744 0.7782 0.457
O -1.6498 2.7484 0.1239 -0.983
H 3.2121 3.1051 -1.4448 0.487
H 2.8546 1.6960 -1.7579 0.467
O 3.4419 2.3315 -1.9664 -0.962
H 0.9564 2.7714 -0.9970 0.481
H 0.5750 4.1542 -1.4090 0.498
O 1.3003 3.7058 -0.9138 -0.985
H 0.1683 2.0779 -2.9590 0.478
H -0.8448 2.3017 -1.9489 0.487
O -0.4119 2.7966 -2.6719 -0.962
H -1.3860 -3.7470 1.0001 0.470
H -1.5507 -2.2810 0.4787 0.513
O -1.1689 -3.3380 0.1257 -1.083
H -3.8609 0.5466 0.8210 0.456
H -2.4484 -0.2236 0.4397 0.497
O -3.1464 0.5483 0.1209 -1.056
H -2.9879 -1.4307 1.2506 0.455
H -1.5645 -1.0419 2.8395 0.512
O -2.0847 -1.2699 1.2545 -1.092
H -2.2307 -2.5020 -1.7242 0.463
H -1.5239 -3.7937 -1.2876 0.508
O -1.7722 -3.2031 -2.1625 -1.028
```